Entry 1:
# C3H9FN2

A cluster of 2 separate species, C3H9FN2 in total in a non-equilibrium geometry (wB97M-V/def2-TZVPD, OMol25).

The geometry in XYZ format:
```
15
Properties=species:S:1:pos:R:3:forces:R:3
C -1.750748 0.071773 0.086805 -0.78 -0.23 0.04
C -0.648300 -0.325797 -0.908279 0.63 -0.12 2.19
C 1.845373 0.718551 0.463212 0.73 -0.06 0.18
N 2.618144 -1.206351 -0.578567 2.13 0.09 -1.11
N 2.681039 0.070068 -0.275687 -0.19 0.02 -0.20
F 1.989146 2.049155 0.514431 -0.23 0.09 0.42
H -2.367674 0.858331 -0.430618 -0.24 -1.47 0.05
H -1.547377 0.714229 0.961967 0.96 -0.90 0.06
H -2.259566 -0.890710 0.416616 -0.09 1.67 -0.36
H -0.004855 0.494091 -0.995630 0.78 1.52 -0.88
H 0.090118 -1.114511 -0.672919 -0.98 -0.09 0.36
H 1.157807 0.142720 1.068239 -0.25 0.78 0.09
H -1.099210 -0.566712 -1.812296 -0.64 -0.41 -1.74
H 1.877961 -1.656677 -0.086186 -0.75 0.03 0.64
H 3.461998 0.632436 -0.701053 -1.07 -0.92 0.26
```
Forces are in eV/Å.

Results
ΔE to the lowest compared entry with this formula, charge and spin ... 81.9 kcal/mol
HOMO level ... -7.75 eV
Orbital gap ... 8.67 eV
Charge ... 0
M ... 92.12 u

***

Entry 2:
# C3H7N3O2

The molecule C3H7N3O2 in a non-equilibrium geometry (wB97M-V/def2-TZVPD, OMol25).

The geometry in XYZ format:
```
15
Properties=species:S:1:pos:R:3:forces:R:3
H 0.071221 1.947918 2.491985 0.61 -2.01 -1.15
N 0.623124 1.067680 2.187788 -3.04 -1.55 -3.03
C 0.124178 0.293860 1.162693 -0.73 3.80 1.27
C 1.046352 -0.733986 0.586775 1.77 4.01 -0.14
O 0.486092 -1.897238 0.217047 -1.26 -5.31 2.06
N -1.078033 0.452355 0.289259 0.04 0.21 0.10
N -1.206459 0.038200 -1.077370 0.68 -1.73 -0.08
C -0.205429 0.560156 -2.081056 -2.43 -0.61 3.01
O -0.304878 0.010450 -3.129431 1.49 1.03 -0.90
H 1.939957 -0.597186 1.207815 -0.06 -1.37 0.44
H 1.486146 -0.082334 -0.307742 -1.04 -1.97 0.82
H 0.265493 -2.696318 1.007548 1.35 4.18 -3.09
H -1.879079 1.090183 0.364747 1.26 -0.05 1.39
H -1.852459 -1.011614 -1.288433 3.29 4.22 0.66
H 0.483775 1.557875 -1.631626 -1.91 -2.85 -1.38
```
Forces are in eV/Å.

Results
ΔE to the lowest compared entry with this formula, charge and spin ... 157.4 kcal/mol
HOMO level ... -9.20 eV
Orbital gap ... 9.57 eV
SMILES string ... [H]/N=C(/CO)NNC=O
Charge ... 0
M ... 117.11 u

***

Entry 3:
# C18H24Cl5MnN3OSSi

A structure of composition C18H24Cl5MnN3OSSi (wB97M-V/def2-TZVPD, OMol25).

The geometry in XYZ format:
```
54
Properties=species:S:1:pos:R:3:forces:R:3
Mn 0.048631 0.061865 -0.132359 0.31 -0.35 -0.06
Cl -5.069396 2.579591 3.912222 0.00 0.00 0.01
C -3.792948 1.684739 3.204114 -0.02 0.04 -0.02
C -3.338601 2.018463 1.933195 0.04 -0.06 0.04
Cl -4.017636 3.308121 1.036500 -0.01 0.00 0.01
C -2.300444 1.270946 1.399678 0.03 0.09 -0.24
Cl -1.685656 1.634053 -0.225640 -0.41 0.21 0.21
C -1.689569 0.204496 2.044676 0.03 -0.12 0.13
O -0.712126 -0.490491 1.476394 -0.07 0.09 -0.02
C -2.157001 -0.109819 3.328925 -0.01 0.06 -0.08
Cl -1.408871 -1.408894 4.160516 0.00 0.01 -0.02
C -3.196308 0.621111 3.895325 0.01 -0.02 0.03
Cl -3.749789 0.216799 5.462519 0.00 0.01 -0.01
C 4.779300 -2.580165 -4.413336 0.04 0.01 0.01
Si 3.492172 -1.305585 -3.980735 -0.06 -0.03 0.00
C 2.132888 -1.280403 -5.252822 -0.02 0.02 -0.03
C 4.261571 0.373566 -3.741986 0.04 0.02 0.01
C 2.747116 -1.826713 -2.300466 -0.09 0.06 0.04
C 3.263514 -2.875672 -1.547191 0.07 -0.06 0.07
C 2.771770 -3.222883 -0.282808 -0.06 0.04 0.01
C 1.727027 -2.498051 0.237388 0.07 -0.01 -0.14
N 1.197692 -1.506146 -0.495123 -0.10 -0.04 0.18
C 1.667497 -1.171118 -1.702010 0.05 0.01 -0.19
S 0.728491 0.200630 -2.310691 0.10 -0.03 0.06
H 5.228091 -2.323197 -5.374940 0.01 0.01 -0.01
H 4.358248 -3.582126 -4.512171 -0.02 -0.01 0.01
H 5.589092 -2.613697 -3.681607 0.01 -0.01 0.00
H 2.562151 -1.105637 -6.241784 0.01 0.00 -0.01
H 1.404380 -0.489437 -5.070374 0.00 -0.01 0.00
H 1.599775 -2.231866 -5.288210 0.00 -0.01 0.00
H 4.674248 0.734861 -4.686027 0.01 0.01 -0.01
H 5.077417 0.327634 -3.017996 0.02 0.00 0.01
H 3.538453 1.110089 -3.389692 -0.04 0.00 0.01
H 4.093428 -3.448680 -1.943497 0.00 0.00 -0.02
H 3.194151 -4.043784 0.277674 0.01 -0.01 -0.01
H 1.278558 -2.679164 1.205169 0.01 -0.02 0.00
C 5.260800 1.295451 0.519154 0.01 -0.02 0.01
C 3.960883 1.745156 1.175652 -0.02 0.00 -0.04
C 3.949896 1.340172 2.649593 0.00 -0.02 0.04
C 3.788383 3.251848 1.023243 0.01 0.04 0.02
N 2.898733 1.066224 0.389476 -0.08 -0.06 0.07
N 1.560925 1.291180 0.863673 0.16 0.14 0.02
H 6.115896 1.732404 1.033149 0.00 0.01 0.00
H 5.286574 1.598977 -0.526693 -0.01 0.01 -0.02
H 5.367040 0.208313 0.567372 0.00 -0.01 0.00
H 4.789044 1.797583 3.173175 0.01 0.01 -0.01
H 4.042948 0.256896 2.760559 -0.01 0.00 -0.01
H 3.049334 1.670315 3.172957 -0.02 0.00 -0.01
H 4.645241 3.771967 1.450867 0.01 -0.02 0.00
H 2.906509 3.623853 1.550805 -0.02 -0.01 0.00
H 3.713759 3.523413 -0.030153 0.00 0.00 -0.01
H 3.050709 0.063228 0.447170 0.02 0.01 -0.04
H 1.354044 2.271513 0.690710 0.01 0.02 -0.04
H 1.491712 1.151928 1.873697 -0.02 0.02 0.04
```
Forces are in eV/Å.

Results
<S²> ... 6.107
ΔE to the lowest compared entry with this formula, charge and spin ... 14.9 kcal/mol
HOMO level (alpha / beta) ... -11.45 / -11.52 eV
Orbital gap (alpha / beta) ... 6.40 / 7.81 eV
Spin multiplicity ... 5
Charge ... +1
M ... 590.77 u